Entry 1:
Computed, not measured: a 2-piece molecular cluster, C12H16N2O overall, with ωB97M-V/def2-TZVPD.

Structure (XYZ):
```
31
Properties=species:S:1:pos:R:3:forces:R:3
C -2.9659 -0.2284 -1.2963 -0.45 -1.89 0.54
C -0.8613 1.0584 -0.5604 -1.61 -1.02 -0.73
C -1.5594 0.1547 -1.3789 2.92 -0.13 -4.06
C 0.3397 1.4241 -1.1923 0.29 1.42 2.05
C -0.6462 -0.0827 -2.4670 -2.12 0.72 1.59
C -0.4334 2.5272 1.0792 -0.61 -0.10 1.75
C 0.8576 2.9202 0.5950 -2.79 1.84 0.89
C -1.3286 1.5616 0.6388 3.64 2.56 -0.49
C 1.1898 2.3940 -0.5934 2.09 -1.90 -2.04
N 0.4284 0.7719 -2.3845 3.73 -1.29 -0.46
H -0.8541 2.9179 1.9695 0.47 1.23 1.04
H 1.2404 3.9245 0.9347 0.18 -1.67 0.04
H -2.2161 1.4752 1.2057 -0.88 -0.74 -0.09
H 2.2179 2.5343 -0.9930 -0.92 0.33 -0.13
H -3.4130 0.1105 -0.3582 0.27 -0.78 0.35
H -2.9718 -1.3452 -1.4717 -0.71 1.05 0.64
H -0.7356 -0.6317 -3.3683 -0.34 -0.66 -0.49
H 1.4737 0.4726 -2.6711 -3.50 0.86 0.49
H -3.6653 0.2109 -1.9804 0.16 0.38 -1.06
C 1.7450 -2.1950 0.9738 0.58 1.36 -2.06
C 1.2039 -1.8793 -0.4951 -1.24 -0.92 1.65
C 0.6829 -2.0805 1.9878 2.08 3.53 1.59
O -0.2289 -2.8072 2.0261 -3.15 -3.01 -0.31
N 0.6909 -1.0213 2.9524 0.67 -1.27 1.99
H 2.1561 -3.1622 1.0412 -0.02 -1.63 -0.16
H 2.6470 -1.6233 1.1147 0.02 0.98 0.54
H 0.5171 -2.8446 -0.7339 1.55 2.79 -0.16
H 2.0676 -1.6636 -1.1329 -0.22 -0.85 -0.23
H 0.1159 -1.4505 3.8004 1.73 1.74 -2.21
H 1.6294 -0.5751 3.2164 -2.01 -1.09 -0.52
H 0.6763 -0.8674 -0.4583 0.17 -1.85 0.04
```
Positions in Å, forces in eV/Å.

Output
E: -651.5351 hartree
Kohn-Sham gap: 0.312 hartree
SMILES: Cc1c[nH]c2ccccc12.CCC(N)=O
energy above the lowest of the compared OMol25 structures with the same formula, charge and spin: 2.952 eV
highest occupied orbital energy: -7.74 eV

Results of the Mulliken charge analysis, in e, for atoms 1 through 5: number 1, C, carries -1.410; number 2, C, carries 1.276; number 3, C, carries 1.120; number 4, C, carries -0.254; number 5, C, carries -0.723


Entry 2:
Computed, not measured: C19H34O5OsS2Si as an isolated structure, with ωB97M-V/def2-TZVPD.

Structure (XYZ):
```
62
Properties=species:S:1:pos:R:3:forces:R:3
Os 2.1716 0.2066 0.6040 -0.32 0.11 -0.12
S 2.7364 -0.3256 2.6746 -0.04 -0.07 -0.01
C 2.9730 1.2020 3.4993 0.09 0.19 -0.15
C 3.1373 1.2524 4.8852 -0.01 0.04 -0.04
C 3.3443 2.4698 5.4983 0.00 -0.01 0.06
C 3.3957 3.6423 4.7414 0.00 0.05 0.02
C 3.2401 3.5984 3.3723 0.00 -0.02 0.02
C 3.0239 2.3700 2.7440 0.05 -0.20 0.07
S 2.8556 2.2671 1.0018 0.02 0.17 0.07
H 3.0911 0.3407 5.4677 0.01 -0.02 -0.01
H 3.4607 2.5151 6.5731 0.00 0.01 0.00
H 3.5522 4.5940 5.2320 0.00 -0.01 0.00
H 3.2759 4.5069 2.7841 0.00 -0.01 -0.03
C 4.2535 -1.5736 -0.3808 0.12 -0.06 -0.06
O 3.5438 -0.3611 -0.5694 -0.11 0.20 0.33
H 5.3074 -1.3713 -0.5844 0.00 -0.02 0.01
H 3.9060 -2.3411 -1.0736 0.02 0.01 -0.01
H 4.1569 -1.9514 0.6398 0.00 0.01 -0.03
C -4.0386 -0.9557 -1.0576 -0.03 0.00 -0.01
C -3.6320 -0.2449 0.2280 0.01 -0.05 0.00
C -3.9831 1.2362 0.1715 -0.02 0.00 0.01
C -4.2831 -0.9045 1.4357 -0.01 0.01 -0.02
O -2.2162 -0.3822 0.4355 0.01 0.07 0.05
Si -0.9608 -0.2138 -0.5726 -0.11 -0.13 -0.12
O 0.3014 0.2357 0.3589 0.43 -0.20 -0.12
O -0.5980 -1.5995 -1.3669 -0.11 0.06 0.05
C -0.1632 -2.8705 -0.8677 0.05 0.05 -0.08
C 1.3469 -2.8026 -0.7064 0.06 -0.02 0.13
C -0.8289 -3.2242 0.4558 -0.03 0.03 0.02
C -0.5316 -3.8845 -1.9423 -0.01 -0.02 0.04
O -1.3296 0.8881 -1.7065 0.05 0.03 0.01
C -0.5001 1.7059 -2.5511 0.01 -0.06 -0.02
C -0.0567 2.9262 -1.7535 0.01 0.02 -0.06
C 0.7011 0.9126 -3.0561 0.03 0.05 0.05
C -1.3856 2.1139 -3.7191 0.00 0.02 -0.01
H -5.1176 -0.8824 -1.2042 0.00 0.00 0.01
H -3.7697 -2.0125 -1.0097 0.01 0.00 0.00
H -3.5450 -0.5086 -1.9217 0.01 0.01 0.00
H -5.0617 1.3643 0.0620 0.00 -0.01 0.00
H -3.4865 1.7148 -0.6715 0.01 -0.01 -0.01
H -3.6676 1.7295 1.0918 0.01 0.00 0.00
H -5.3695 -0.8182 1.3838 0.00 0.00 -0.01
H -3.9369 -0.4257 2.3518 0.00 0.00 0.00
H -4.0192 -1.9620 1.4770 0.01 0.00 0.00
H 1.6178 -2.0496 0.0491 -0.10 -0.17 -0.01
H 1.8227 -2.5309 -1.6479 -0.05 0.02 -0.01
H 1.7636 -3.7450 -0.3470 -0.04 -0.04 -0.07
H -0.6020 -2.4865 1.2279 0.02 0.01 0.00
H -0.4734 -4.1981 0.7963 -0.01 0.00 0.00
H -1.9121 -3.2693 0.3418 0.00 0.01 -0.01
H -0.0738 -3.6074 -2.8920 0.00 0.01 0.00
H -1.6137 -3.9062 -2.0746 0.00 0.00 0.00
H -0.1938 -4.8847 -1.6658 0.00 0.00 0.01
H 0.4416 2.6234 -0.8328 0.00 0.00 0.02
H -0.9184 3.5442 -1.4971 0.00 -0.02 0.04
H 0.6410 3.5313 -2.3360 -0.02 0.00 -0.02
H 1.3963 0.6753 -2.2460 -0.01 -0.04 0.00
H 1.2576 1.4993 -3.7886 -0.03 0.01 -0.01
H 0.3787 -0.0194 -3.5195 -0.01 -0.01 0.01
H -2.2846 2.6063 -3.3472 0.00 0.01 0.00
H -1.6835 1.2372 -4.2954 0.00 -0.01 0.01
H -0.8576 2.8035 -4.3795 0.01 0.00 0.00
```
Positions in Å, forces in eV/Å.

Output
E: -2297.3344 hartree
Kohn-Sham gap: 0.267 hartree
energy above the lowest of the compared OMol25 structures with the same formula, charge and spin: 0.000 eV
highest occupied orbital energy: -7.66 eV

Results of the Mulliken charge analysis, in e, for atoms 1 through 5: number 1, Os, carries 2.784; number 2, S, carries -0.400; number 3, C, carries 0.463; number 4, C, carries -0.670; number 5, C, carries -0.531


Entry 3:
Computed, not measured: C2HLiO3Rb as an isolated structure, with ωB97M-V/def2-TZVPD.

Structure (XYZ):
```
8
Properties=species:S:1:pos:R:3:forces:R:3
O 2.2793 0.7040 0.9938 -1.89 1.23 -1.26
C 1.7377 1.6294 0.4525 0.90 1.12 2.11
H 2.0902 2.6657 0.6035 0.05 -0.35 -0.71
O -0.3956 -0.1295 -0.3816 -0.56 -0.13 -0.25
C 0.4946 0.6699 -0.7639 -0.92 -2.32 -1.33
O 0.2844 1.8891 -0.1725 1.66 0.33 1.69
Rb 0.3397 -3.3966 0.8412 0.05 0.42 -0.20
Li -1.6856 1.3629 0.0453 0.71 -0.30 -0.05
```
Positions in Å, forces in eV/Å.

Output
E: -333.8762 hartree
Kohn-Sham gap: 0.254 hartree
total charge: +1
energy above the lowest of the compared OMol25 structures with the same formula, charge and spin: 4.069 eV
highest occupied orbital energy: -10.75 eV

Results of the Mulliken charge analysis, in e, for atoms 1 through 5: number 1, O, carries -0.376; number 2, C, carries 0.278; number 3, H, carries 0.381; number 4, O, carries -0.626; number 5, C, carries -0.240


Entry 4:
Computed, not measured: C41H40N5O4PRu as an isolated structure, with ωB97M-V/def2-TZVPD.

Structure (XYZ):
```
92
Properties=species:S:1:pos:R:3:forces:R:3
Ru -1.0623 -0.9579 -0.2343 0.63 -1.29 1.33
O -2.9062 -3.0743 0.8208 0.75 3.20 -1.58
C -2.8376 -1.9893 0.1949 0.78 -2.27 0.46
C -4.0021 -1.4673 -0.5753 0.09 2.11 1.14
C -5.2453 -1.9895 -0.2852 0.33 -0.09 -1.28
C -6.3844 -1.4466 -0.8655 -0.98 0.15 0.52
C -6.3084 -0.2167 -1.5111 1.80 -0.60 -1.00
C -5.0133 0.3363 -1.8108 -1.50 0.08 0.29
C -3.8684 -0.2051 -1.2505 -1.10 -1.14 0.45
P -2.3748 0.7553 -0.9957 0.49 -0.25 0.90
C -2.6865 2.1012 0.2375 0.79 -0.14 -0.38
C -3.9003 2.7954 0.2147 0.55 0.15 0.40
C -4.0289 3.9319 1.0040 -0.59 0.23 -0.06
C -3.0925 4.2534 1.9804 0.15 -0.25 -0.46
C -1.8935 3.5629 2.0059 1.21 -0.90 -0.02
C -1.6153 2.5252 1.0693 -1.52 0.64 0.18
C -2.0816 1.5409 -2.6046 0.27 0.54 1.15
C -1.9106 2.9246 -2.7201 0.13 0.08 0.66
C -2.1869 3.5012 -3.9421 0.83 1.56 -0.45
C -2.5986 2.7970 -5.0611 -0.12 -1.59 0.12
C -2.7203 1.4067 -4.9365 0.72 0.29 0.87
C -2.3484 0.7962 -3.7202 -0.88 -0.32 -1.97
H -5.2324 -2.8526 0.3323 -0.38 -0.77 0.32
H -7.3541 -1.9816 -0.7614 0.75 0.70 0.09
H -7.2030 0.2362 -1.8954 -0.13 0.20 -0.19
H -4.9305 1.2060 -2.4669 -0.17 -0.02 0.40
H -4.7369 2.4384 -0.3717 0.12 0.22 -0.22
H -4.8662 4.6046 0.8331 -0.17 -0.37 0.34
H -3.2909 5.0396 2.6992 0.08 0.05 -0.18
H -1.1426 3.8231 2.7779 -0.43 -0.17 -0.69
H -0.6426 2.0443 0.9907 -0.21 0.10 0.20
H -1.4965 3.5322 -1.8720 -0.91 -0.59 -0.82
H -1.9861 4.5662 -4.0608 -0.16 -0.16 0.09
H -2.7387 3.2207 -6.0483 -0.22 0.40 0.31
H -3.0909 0.7858 -5.7353 0.23 -0.02 -0.27
H -2.3214 -0.2874 -3.7350 -0.39 0.01 0.37
C 7.1710 -0.2188 0.4542 0.20 0.35 -0.52
O 5.7982 -0.5973 0.5622 0.21 -0.03 1.40
C 5.4038 -1.1607 1.7780 -0.91 -0.09 -2.28
C 6.1515 -1.4526 2.9058 0.19 0.64 -0.67
C 5.5733 -2.1502 3.9372 -0.08 -0.65 1.17
C 4.3238 -2.7212 3.8349 -0.69 -0.10 -0.24
C 3.5770 -2.4340 2.6950 0.25 0.97 -0.58
C 4.0434 -1.5721 1.6769 1.01 -0.48 2.73
N 3.2508 -1.0925 0.6304 0.42 -0.21 -0.88
C 1.9304 -0.8705 0.6821 -0.76 0.23 -1.06
N 1.5772 -0.2984 1.8677 -2.57 -0.57 1.44
C 0.3514 -0.3650 2.5264 0.77 -0.43 -1.71
C -0.8592 -0.5296 1.8442 -1.12 0.10 -0.99
C -1.9573 -0.5960 2.6937 -0.50 0.55 -2.04
C -1.9222 -0.6541 4.0616 0.24 -0.45 1.98
C -0.7158 -0.5396 4.7474 -0.29 -0.36 0.65
C 0.3680 -0.3425 3.9468 3.19 0.88 2.16
O 1.6498 -0.1398 4.4378 -1.49 -0.48 -1.07
C 1.8789 0.5552 5.6570 0.05 1.42 0.32
N 1.0533 -1.0602 -0.3031 1.51 0.94 0.10
C 1.7171 -1.1123 -1.6083 -1.03 0.32 0.50
C 2.3601 -2.2683 -1.9957 -1.65 -0.27 3.30
C 2.8610 -2.3498 -3.3031 2.06 -0.67 -3.14
C 2.9018 -1.2613 -4.1415 -1.29 0.27 0.98
C 2.2834 -0.0674 -3.7287 1.87 0.33 -3.74
C 1.6644 0.0369 -2.4644 -1.97 0.17 4.47
O 1.0181 1.1975 -2.0149 1.80 -1.59 -1.40
C 1.4423 2.4251 -2.6968 -1.37 0.20 -0.38
H 7.2824 0.4229 -0.4355 -0.30 -0.29 0.37
H 7.8028 -1.1006 0.2899 -0.08 0.17 0.39
H 7.4573 0.3749 1.3242 0.23 -0.20 -0.04
H 7.1691 -1.1267 3.0385 0.14 0.14 -0.28
H 6.1228 -2.2706 4.8623 0.17 -0.13 -0.11
H 3.8766 -3.3709 4.6086 0.50 0.54 -0.46
H 2.5907 -2.8196 2.6218 -0.83 -0.37 -0.13
H 3.7228 -1.0473 -0.2566 -0.10 -0.21 -0.46
H 2.3455 -0.0457 2.4396 0.85 0.04 0.83
H -2.9394 -0.5280 2.2456 -0.09 -0.28 -0.04
H -2.8273 -0.8641 4.6250 0.03 0.20 -0.12
H -0.6149 -0.7174 5.8394 -0.12 0.46 -0.99
H 2.9646 0.7507 5.6354 -0.56 -0.17 0.31
H 1.5879 0.0128 6.5629 0.09 -0.13 -0.34
H 1.3471 1.5503 5.6388 0.42 -1.01 0.01
H 2.3717 -3.1542 -1.3317 0.01 0.77 -0.41
H 3.3266 -3.2907 -3.5924 -0.19 0.22 -0.22
H 3.2477 -1.3549 -5.1427 0.46 0.03 -0.51
H 2.3106 0.7829 -4.4035 -0.06 -0.31 0.17
H 0.6318 3.1329 -2.4452 0.85 -0.15 0.16
H 1.3693 2.3323 -3.8024 0.28 -0.08 0.83
H 2.4374 2.7480 -2.3656 -0.37 -0.15 -0.05
N -1.0038 -3.5407 -1.9752 1.41 0.43 -0.80
N -1.1762 -2.0782 -2.0573 -0.51 -0.36 -1.62
H -1.4302 -3.8442 -1.1407 -1.04 -0.32 1.29
H -0.0062 -3.7633 -1.8150 -0.49 0.60 -0.35
H -2.1236 -1.9949 -2.4528 0.19 -0.17 0.38
H -0.6397 -1.8132 -2.8993 0.23 -0.04 0.69
```
Positions in Å, forces in eV/Å.

Output
E: -2596.5318 hartree
⟨S²⟩: 6.07
spin multiplicity: 5
Kohn-Sham gap (alpha / beta): 0.143 / 0.168 hartree
total charge: +2
energy above the lowest of the compared OMol25 structures with the same formula, charge and spin: 2.452 eV
highest occupied orbital energy (alpha / beta): -9.55 / -12.98 eV

Results of the Mulliken charge analysis, in e, for atoms 1 through 5: number 1, Ru, carries -0.996; number 2, O, carries -0.656; number 3, C, carries -0.073; number 4, C, carries 0.132; number 5, C, carries -0.662


Entry 5:
Computed, not measured: an isolated ion of composition C3H6NO2 and charge -1, with ωB97M-V/def2-TZVPD.

Structure (XYZ):
```
12
Properties=species:S:1:pos:R:3:forces:R:3
C -0.2574 0.9759 -0.7285 -2.88 2.35 0.03
N 0.2815 -0.3011 -0.4420 -0.38 -1.10 0.31
C 0.0353 -0.7597 0.9553 0.34 0.00 0.01
O -1.1529 -0.8861 1.2807 -0.15 0.18 -0.08
O 1.0753 -0.9569 1.6268 -0.07 -0.09 -0.33
C -0.0488 1.4360 -2.2034 1.85 0.44 1.57
H 0.0864 1.7145 0.0307 0.50 0.24 -0.67
H -1.3942 1.1751 -0.5612 1.53 -1.69 -0.04
H 1.2861 -0.3108 -0.5729 -0.01 0.23 0.10
H -0.7432 2.2273 -2.5281 0.37 -0.21 0.24
H 1.0235 1.8134 -2.1661 -1.14 -0.27 -0.95
H -0.1359 0.5670 -2.8451 0.05 -0.07 -0.19
```
Positions in Å, forces in eV/Å.

Output
E: -323.1959 hartree
Kohn-Sham gap: 0.288 hartree
total charge: -1
SMILES: CCNC(=O)[O-]
energy above the lowest of the compared OMol25 structures with the same formula, charge and spin: 0.607 eV
highest occupied orbital energy: -3.80 eV

Results of the Mulliken charge analysis, in e, for atoms 1 through 5: number 1, C, carries -0.308; number 2, N, carries -0.385; number 3, C, carries 0.559; number 4, O, carries -0.723; number 5, O, carries -0.753


Entry 6:
Computed, not measured: C17H26IO2P2Y as an isolated structure, with ωB97M-V/def2-TZVPD.

Structure (XYZ):
```
49
Properties=species:S:1:pos:R:3:forces:R:3
C -0.5761 -2.0328 -2.6097 0.07 -0.62 -0.06
C -0.4781 -0.9361 -1.6243 2.45 -1.66 3.26
H -0.0780 -2.9682 -2.3010 -0.09 0.62 0.21
H -0.1280 -1.7110 -3.5609 -0.42 0.00 0.08
H -1.6466 -2.2436 -2.7266 0.14 0.06 -0.41
O 0.1735 -1.0730 -0.5251 -2.18 0.42 -3.85
I -1.4950 0.8129 -2.1415 -0.03 0.30 0.28
Y 0.3013 0.7781 0.7937 -0.55 0.77 -0.04
P -2.1664 -0.5404 1.5449 -1.13 -0.42 0.82
C -1.6966 -1.1835 3.2036 -0.02 0.12 -0.27
C -3.7803 0.2863 1.8960 0.50 0.34 -0.32
H -4.5797 -0.4431 2.0751 0.32 0.13 0.12
H -3.6631 -2.4018 1.2721 0.06 -0.01 -0.07
H -4.0476 0.8775 1.0122 -0.11 0.00 0.26
H -3.0726 -1.8620 -0.3175 -0.06 0.00 0.12
H -1.5026 -0.3333 3.8725 -0.04 -0.31 -0.07
H -3.6524 0.9540 2.7567 -0.21 -0.10 -0.22
C -2.7868 -2.0595 0.7195 0.48 0.09 -0.21
H -2.5319 -1.7822 3.5861 0.28 0.08 0.09
H -2.0296 -2.8458 0.7319 -0.02 0.04 -0.02
H -0.7925 -1.8004 3.1162 -0.24 0.05 0.16
P 2.1466 1.2539 -1.3018 1.18 0.14 -0.78
C 3.7467 0.9625 -0.4709 0.29 0.06 0.36
C 2.3985 0.2260 -2.8020 -0.35 -0.30 0.12
H 1.3423 3.2876 -2.3288 0.47 0.15 -0.01
H 3.0007 2.8415 -2.9161 -0.23 0.25 0.36
H 2.7867 3.5554 -1.2642 -0.19 0.16 -0.37
C 2.3390 2.9225 -2.0405 -0.23 -0.27 0.39
H 1.4807 0.1843 -3.4099 0.45 0.08 0.01
H 3.2070 0.7323 -3.3581 -0.39 -0.46 0.08
H 4.5911 1.2748 -1.1157 -0.41 -0.16 0.34
H 3.8685 -0.1050 -0.1997 -0.09 0.53 -0.17
H 2.7026 -0.7996 -2.5291 -0.11 0.44 -0.15
H 3.7486 1.5524 0.4609 0.27 -0.21 -0.32
C 1.8861 -1.0024 2.2694 1.33 0.03 -0.45
O 2.2947 -2.1103 2.1572 -1.12 0.99 0.08
C 1.8138 0.2760 2.5713 0.64 -0.51 1.78
C 1.5946 1.5435 2.6437 -1.36 -2.05 -1.74
C 1.5206 2.8150 3.2254 0.08 2.01 1.62
C 2.2805 3.8404 2.6437 0.04 -0.21 -0.07
C 2.2970 5.1315 3.1760 -0.18 -0.50 0.26
C 1.5254 5.4085 4.3115 -0.38 -0.60 -0.53
C 0.7263 4.3981 4.8974 0.50 0.52 -0.21
C 0.7169 3.1170 4.3734 0.72 -0.79 -0.65
H 2.9149 3.5272 1.8095 -0.08 0.54 0.11
H 2.9384 5.8739 2.7035 -0.26 -0.03 0.25
H 1.4806 6.4151 4.6993 0.14 0.00 0.15
H 0.1654 4.6372 5.8031 0.07 -0.16 -0.36
H 0.1910 2.2774 4.8346 -0.01 0.48 0.05
```
Positions in Å, forces in eV/Å.

Output
E: -1831.9829 hartree
Kohn-Sham gap (alpha / beta): 0.207 / 0.207 hartree
total charge: +2
highest occupied orbital energy (alpha / beta): -13.05 / -13.05 eV

Results of the Mulliken charge analysis, in e, for atoms 1 through 5: number 1, C, carries -1.150; number 2, C, carries 0.628; number 3, H, carries 0.306; number 4, H, carries 0.386; number 5, H, carries 0.420


- Number 5 is which compound?
  C3H6NO2